{
  "formula": "C2H5FN2S2",
  "method": "the ωB97M-V functional and the def2-TZVPD basis",
  "e_tot_ev": -29518.654,
  "de_lowest_kcal_mol": 76.3,
  "total_charge": 0,
  "species": ["C", "C", "H", "H", "H", "H", "H", "N", "N", "F", "S", "S"],
  "coordinates": [[-0.124, -0.020, -0.168], [1.269, 0.047, 0.260], [-1.877, -2.991, -1.178], [-2.038, -0.297, 0.554], [1.054, 0.588, 1.282], [1.825, -0.915, 0.577], [1.103, 2.754, -0.003], [-1.032, -0.914, 0.545], [-0.869, 0.977, -0.579], [2.140, 0.856, -0.533], [-1.123, -2.647, 0.189], [-0.329, 2.560, -0.945]]
}

=====

{
  "formula": "C4H6N2O",
  "method": "the ωB97M-V functional and the def2-TZVPD basis",
  "e_tot_ev": -9272.581,
  "de_lowest_kcal_mol": 21.2,
  "total_charge": 0,
  "smiles": "Nc1ccc(O)[nH]1",
  "species": ["N", "C", "C", "C", "C", "O", "N", "H", "H", "H", "H", "H", "H"],
  "coordinates": [[-2.330, -0.142, 0.149], [-0.945, 0.114, 0.084], [-0.286, 1.275, -0.201], [1.118, 0.996, -0.249], [1.253, -0.338, 0.026], [2.328, -1.164, 0.124], [0.020, -0.881, 0.223], [-2.673, -0.615, -0.680], [-2.606, -0.675, 0.966], [-0.767, 2.227, -0.370], [1.920, 1.689, -0.461], [3.113, -0.649, -0.099], [-0.143, -1.836, 0.490]]
}

=====

{
  "formula": "C82H59BF4N11NaO3S4",
  "method": "the ωB97M-V functional and the def2-TZVPD basis",
  "e_tot_ev": -167828.901,
  "total_charge": -2,
  "species": ["Na", "C", "O", "C", "C", "C", "C", "C", "C", "C", "N", "C", "C", "N", "C", "C", "C", "C", "N", "C", "C", "N", "C", "C", "C", "C", "H", "H", "H", "H", "H", "H", "H", "H", "H", "H", "H", "H", "H", "H", "N", "S", "N", "S", "N", "S", "N", "C", "C", "C", "C", "C", "C", "C", "C", "C", "C", "C", "C", "C", "C", "C", "C", "C", "C", "C", "C", "C", "C", "C", "C", "C", "C", "C", "C", "C", "C", "C", "C", "C", "C", "C", "C", "H", "H", "H", "H", "H", "H", "H", "H", "H", "H", "H", "H", "H", "H", "H", "H", "H", "H", "H", "H", "H", "H", "H", "H", "H", "H", "H", "H", "H", "H", "F", "C", "C", "C", "C", "C", "F", "C", "C", "C", "C", "C", "C", "N", "H", "H", "H", "H", "H", "H", "S", "C", "N", "C", "C", "C", "C", "C", "C", "H", "H", "H", "H", "H", "F", "B", "F", "O", "C", "N", "C", "O", "C", "C", "C", "C", "C", "C", "H", "H", "H", "H"],
  "coordinates": [[0.820, -0.493, 0.471], [-10.381, -9.609, -1.241], [-9.926, -8.659, -2.162], [-8.963, -7.756, -1.746], [-8.525, -7.601, -0.438], [-7.536, -6.681, -0.136], [-6.954, -5.895, -1.136], [-7.426, -6.051, -2.452], [-8.408, -6.957, -2.752], [-5.871, -4.982, -0.925], [-5.267, -4.349, -1.918], [-4.232, -3.676, -1.373], [-4.197, -3.887, 0.015], [-5.261, -4.711, 0.282], [-3.184, -3.378, 0.848], [-3.141, -3.492, 2.237], [-2.043, -3.010, 2.911], [-1.002, -2.425, 2.171], [-0.994, -2.307, 0.875], [-2.065, -2.758, 0.174], [-2.053, -2.674, -1.220], [-0.842, -2.353, -1.893], [-1.024, -1.518, -3.009], [-2.156, -1.632, -3.740], [-3.208, -2.488, -3.333], [-3.188, -2.946, -2.029], [-11.048, -10.269, -1.796], [-10.946, -9.152, -0.420], [-9.556, -10.199, -0.825], [-8.944, -8.198, 0.361], [-7.209, -6.594, 0.891], [-6.970, -5.445, -3.218], [-8.766, -7.084, -3.763], [-5.513, -5.067, 1.187], [-3.955, -3.968, 2.776], [-1.978, -3.069, 3.988], [-0.125, -2.057, 2.682], [-0.234, -0.831, -3.259], [-2.270, -1.042, -4.639], [-4.058, -2.673, -3.965], [-1.741, 2.391, -0.512], [-0.980, 2.714, -1.890], [-0.491, 4.280, -1.348], [0.877, 4.666, -0.833], [1.918, 3.741, -0.139], [1.709, 2.794, 1.199], [1.128, 1.479, 1.099], [0.800, 3.892, 2.355], [1.364, 4.692, 3.332], [0.535, 5.371, 4.211], [-0.842, 5.255, 4.109], [-1.398, 4.465, 3.116], [-0.573, 3.776, 2.247], [3.412, 2.899, 1.837], [4.168, 4.036, 1.629], [5.445, 4.119, 2.158], [5.964, 3.054, 2.876], [5.211, 1.904, 3.056], [3.926, 1.830, 2.547], [1.937, 5.408, -2.104], [3.146, 4.833, -2.453], [3.938, 5.445, -3.408], [3.526, 6.631, -3.998], [2.303, 7.189, -3.654], [1.502, 6.573, -2.714], [0.570, 6.110, 0.185], [1.652, 6.901, 0.563], [1.454, 7.986, 1.389], [0.177, 8.292, 1.844], [-0.903, 7.503, 1.455], [-0.710, 6.413, 0.633], [-2.467, 3.218, -2.772], [-2.972, 2.449, -3.813], [-4.090, 2.877, -4.506], [-4.714, 4.071, -4.173], [-4.212, 4.834, -3.132], [-3.101, 4.403, -2.430], [-0.223, 3.429, -3.733], [0.637, 2.498, -4.292], [1.290, 2.727, -5.492], [1.075, 3.911, -6.177], [0.199, 4.848, -5.651], [-0.434, 4.604, -4.443], [2.437, 4.776, 3.421], [0.969, 5.981, 4.991], [-1.480, 5.773, 4.810], [-2.466, 4.358, 3.020], [-0.973, 3.136, 1.476], [3.752, 4.837, 1.038], [6.037, 5.013, 2.005], [6.963, 3.119, 3.286], [5.630, 1.061, 3.585], [3.324, 0.944, 2.664], [3.445, 3.927, -1.951], [4.883, 5.002, -3.688], [4.153, 7.113, -4.734], [1.979, 8.110, -4.118], [0.543, 6.980, -2.434], [2.635, 6.651, 0.190], [2.294, 8.602, 1.680], [0.024, 9.136, 2.502], [-1.895, 7.744, 1.806], [-1.522, 5.773, 0.329], [-2.479, 1.526, -4.080], [-4.483, 2.281, -5.319], [-5.590, 4.399, -4.719], [-4.687, 5.770, -2.866], [-2.700, 4.977, -1.611], [0.786, 1.563, -3.768], [1.964, 1.984, -5.903], [1.565, 4.094, -7.128], [-0.004, 5.762, -6.201], [-1.136, 5.335, -4.057], [0.734, -6.679, -0.730], [1.000, -5.428, -1.196], [-0.005, -4.502, -1.231], [0.214, -3.208, -1.755], [1.523, -2.895, -2.209], [2.483, -3.900, -2.172], [3.742, -3.641, -2.625], [2.273, -5.173, -1.685], [1.984, -1.549, -2.574], [2.779, -1.348, -3.705], [3.362, -0.110, -3.893], [3.140, 0.883, -2.955], [2.279, 0.609, -1.901], [1.704, -0.563, -1.723], [-0.987, -4.783, -0.887], [3.061, -5.907, -1.664], [2.929, -2.150, -4.414], [3.990, 0.071, -4.756], [3.595, 1.855, -3.055], [2.041, 1.366, -1.171], [-0.049, 1.725, 5.109], [0.051, 0.762, 3.630], [-1.055, 0.372, 3.156], [-2.120, 0.789, 3.892], [-3.455, 0.521, 3.614], [-4.417, 1.004, 4.474], [-4.068, 1.733, 5.611], [-2.746, 2.009, 5.904], [-1.775, 1.546, 5.036], [1.003, 0.561, 3.184], [-3.693, -0.033, 2.720], [-5.461, 0.811, 4.267], [-4.848, 2.089, 6.271], [-2.470, 2.563, 6.788], [-3.075, 0.478, 0.141], [-2.578, 1.736, 0.293], [-3.129, 2.309, 1.422], [4.372, 0.158, 0.264], [4.094, -0.931, 0.745], [2.866, -1.443, 0.935], [2.938, -2.683, 1.452], [2.000, -3.413, 1.726], [4.389, -3.028, 1.689], [5.004, -4.119, 2.260], [6.385, -4.077, 2.422], [7.115, -2.977, 2.004], [6.489, -1.885, 1.409], [5.119, -1.924, 1.264], [4.428, -4.974, 2.579], [6.898, -4.910, 2.888], [8.190, -2.967, 2.147], [7.062, -1.029, 1.081]]
}

=====

{
  "formula": "C5H11N3",
  "method": "the ωB97M-V functional and the def2-TZVPD basis",
  "e_tot_ev": -9830.204,
  "de_lowest_kcal_mol": 85.4,
  "total_charge": 0,
  "smiles": "CC[C@@H]1CC=NN1N",
  "species": ["C", "C", "C", "C", "C", "N", "N", "N", "H", "H", "H", "H", "H", "H", "H", "H", "H", "H", "H"],
  "coordinates": [[-1.305, 1.785, -0.521], [-0.877, 1.040, 0.709], [-0.484, -0.416, 0.430], [0.306, -1.209, 1.501], [1.727, -1.206, 0.880], [1.882, -0.826, -0.332], [0.769, -0.313, -0.849], [0.348, -0.452, -2.136], [-0.535, 1.719, -1.411], [-1.614, 2.791, -0.195], [-2.169, 1.290, -0.871], [-1.571, 1.084, 1.521], [0.146, 1.477, 1.096], [-1.121, -1.046, -0.053], [0.105, -2.313, 1.575], [0.384, -0.680, 2.447], [2.596, -1.569, 1.406], [0.473, -1.331, -2.474], [0.940, 0.175, -2.727]]
}